# 1
75
Properties=species:S:1:pos:R:3:lowdin_spin:R:1 method="wB97M-V/def2-TZVPD" s2=12.221 e_lumo_ev="-5.6 / -7.6" homo_energy_ev="-11.84 / -10.92" total_charge=+1 multiplicity=7
Pd -0.9446 -4.4189 1.2086 1.04
Pd -3.5578 3.6536 -0.1793 0.90
Pd -1.0409 2.5430 -3.5103 0.92
O -0.9027 1.2904 -1.8780 0.07
O -5.0437 -0.8169 3.9669 0.00
O -0.2798 9.3667 -1.0850 0.21
O 4.2663 1.1382 1.2080 0.00
O -5.8008 -2.7920 4.5611 0.00
O 5.0497 -1.1082 -2.4298 0.00
O 1.9087 8.0339 -2.5468 0.33
O 3.1222 2.1474 2.8389 0.00
O 0.5063 -3.5736 -5.5946 0.00
O -2.5408 1.8177 0.1857 0.06
O 1.8339 -4.3790 -7.2827 0.00
O -6.9860 -1.5604 3.1666 0.00
O 0.7477 -3.7812 2.6154 0.74
O -0.2326 4.0943 -2.2560 0.06
O 3.4714 -2.3610 -3.2240 0.00
O 5.1344 -1.8829 -4.5490 0.00
O -0.3705 -3.0189 -0.7495 0.14
O 1.9537 1.3903 1.0556 0.00
O -2.5863 -2.7083 1.2338 0.25
O -2.2291 5.2430 -0.4172 0.01
O 1.7881 -5.1915 -5.1139 0.00
C -0.2337 8.0946 -1.1639 0.00
C -0.4975 -0.8535 -1.2353 0.22
C 3.0869 -1.9391 -1.8833 0.00
C 1.6596 2.5108 3.0232 0.00
C -0.1662 5.2604 -1.7547 0.00
C -2.5964 -0.5639 0.9208 0.30
C 1.2142 -4.9791 -3.8258 0.00
C -4.3840 -2.8470 4.8188 0.00
C 1.3681 -4.3869 -6.0705 0.00
C -1.2195 5.9267 -0.7859 -0.03
C -3.9148 -1.3206 4.7585 0.00
C 3.2275 1.5918 1.6611 0.00
C -1.0585 0.4327 -1.0373 0.02
C 1.1734 -2.6020 3.2417 0.07
C 0.1445 -3.9982 -4.3112 0.00
C -2.1278 0.6528 0.1180 0.01
C -1.2528 7.3747 -0.5276 0.26
C 0.3825 -1.3513 2.9196 0.02
C 0.8409 6.0682 -2.3180 0.29
C 4.0870 -0.8796 -1.4538 0.00
C 0.8756 7.4124 -2.0261 -0.03
C -5.9882 -1.7297 3.7859 0.00
C 1.0155 2.2535 1.6805 0.00
C -1.9561 -1.7038 0.6739 0.03
C 4.6217 -1.8304 -3.4694 0.00
C -0.8505 -1.8540 -0.3928 0.01
H 3.2813 -2.7508 -1.1823 0.00
H 0.0022 1.8711 1.8034 0.00
H -4.0718 -3.4157 5.6947 0.00
H 2.2077 -2.2908 3.0956 0.00
H -0.8482 -4.4469 -4.2752 0.00
H -1.8543 7.9475 0.1627 0.01
H 1.6802 5.4673 -2.6355 0.01
H 0.1402 -0.9501 -2.1015 0.01
H -3.9187 -3.4255 4.0208 0.00
H -0.6479 -1.5624 3.2056 0.00
H 1.9524 -4.4855 -3.1939 0.00
H -2.9516 -1.2270 4.2571 0.00
H 1.1173 -2.8291 4.3063 0.04
H 2.1031 -1.4952 -1.7307 0.00
H 0.9121 3.2353 1.2185 0.00
H 4.5483 -0.9980 -0.4733 0.00
H 0.1286 -3.2308 -3.5372 0.00
H 3.6604 0.1114 -1.6089 0.00
H 1.2716 1.8561 3.8036 0.00
H -3.9045 -0.7275 5.6730 0.00
H 0.6760 -0.6036 3.6563 0.00
H 0.6371 -1.0389 1.9069 0.00
H 1.7134 3.5875 3.1840 0.00
H -3.4255 -0.5274 1.6120 0.01
H 0.8722 -5.9367 -3.4330 0.00

---

# 2
72
Properties=species:S:1:pos:R:3:lowdin_spin:R:1 method="wB97M-V/def2-TZVPD" s2=2.026 e_lumo_ev="3.6 / 3.6" homo_energy_ev="-0.09 / -2.51" total_charge=-2 multiplicity=3
Ti 0.3418 -1.0214 -0.2471 0.94
S 2.8567 -3.7864 -1.4898 0.00
O -0.3951 -2.7805 -1.3731 0.00
O -2.3122 1.1742 0.1095 0.04
O -0.1229 7.4216 -1.8913 0.20
O 1.9603 6.8678 -1.3399 0.20
O -0.2014 0.5814 0.5337 0.00
O 0.0910 -0.2522 -2.0616 0.02
N -1.8489 -1.8442 0.0143 0.00
N 0.2161 -2.2079 2.8606 0.00
N -0.1599 0.3230 3.4662 0.00
N 0.7205 6.5881 -1.4205 0.22
N 0.5933 -2.3850 1.5691 0.00
N 3.3765 -1.6048 0.0783 0.00
N -2.5237 -3.5715 -1.4613 0.00
N 2.4352 -0.9257 -0.7042 0.00
N -3.2228 -1.1588 1.7133 0.00
N 4.3336 -3.5450 0.7172 0.00
N -1.5000 0.4270 3.3743 0.00
C -1.1281 1.4731 0.1657 0.03
C 0.1499 1.7239 -3.3397 0.00
C 0.4063 1.5362 3.4050 0.00
C -4.0766 -2.7126 0.0953 0.00
C 0.8459 2.8016 -3.8375 0.00
C 0.7356 3.1550 -0.0935 0.00
C 0.0652 -4.3850 2.4382 0.00
C -1.5176 3.7685 -0.6815 0.00
C 0.2783 5.3465 -1.0009 0.05
C -2.1252 -4.4914 -2.5151 0.00
C -1.0917 5.0110 -1.0861 0.07
C 2.8610 1.9800 -2.8627 0.00
C -0.5885 2.4858 3.2719 0.00
C -3.7738 -3.5307 -0.9280 0.00
C -3.0298 -1.8671 0.6225 0.00
C 1.1859 4.3939 -0.4857 0.07
C -0.6212 2.8091 -0.1865 0.10
C -1.7613 1.7269 3.2518 0.00
C 3.5179 -2.8701 -0.1908 0.00
C 0.5186 -3.6925 1.3150 0.01
C -1.5566 -2.7256 -0.9500 0.01
C 2.2189 2.9381 -3.6130 0.00
C 2.9180 -0.0226 -1.4755 0.00
C 0.7847 0.7453 -2.5495 0.00
C -0.1122 -3.3962 3.3867 0.01
C 2.1701 0.8934 -2.3071 0.00
B 0.5882 -0.9862 3.7868 0.00
H 1.4783 1.6352 3.4377 0.00
H 3.9221 2.0744 -2.6553 0.00
H -2.7768 2.0608 3.0996 0.00
H -0.4751 3.5480 3.1399 0.00
H -0.4036 -3.4528 4.4212 0.00
H 0.2971 -1.3615 4.9076 0.00
H -0.9192 1.6297 -3.4837 0.00
H -0.0787 -5.4462 2.5500 0.00
H 0.8191 -4.0654 0.3465 0.00
H -4.1300 -1.1503 2.1419 0.00
H 1.4358 2.4225 0.2888 0.00
H -4.4969 -4.2020 -1.3716 0.00
H 2.7532 3.8030 -3.9818 0.00
H 1.7699 -0.7580 3.6716 0.00
H -2.5638 3.4973 -0.7533 0.00
H -2.4824 -0.5867 2.1588 0.00
H -5.0680 -2.7012 0.5220 0.00
H -1.6729 -3.9363 -3.3343 0.00
H -3.0083 -5.0232 -2.8643 0.00
H -1.7741 5.7492 -1.4799 0.01
H 4.0036 0.0821 -1.4807 0.00
H 4.8086 -4.3325 0.3107 0.00
H 0.3145 3.5702 -4.3866 0.00
H 4.9024 -2.9291 1.2802 0.00
H -1.3849 -5.1970 -2.1400 0.00
H 2.2301 4.6619 -0.4285 0.01

---

# 3
72
Properties=species:S:1:pos:R:3:lowdin_charge:R:1 method="wB97M-V/def2-TZVPD" e_lumo_ev=-0.7 homo_energy_ev=-7.67 total_charge=0
Zn 0.0271 -1.6322 1.5544 0.54
Cl 0.1012 -1.7074 4.1518 0.81
Cl 4.6394 -1.4840 7.0645 0.65
Cl 4.8939 -1.5469 1.6754 0.69
S -1.4364 -4.4774 1.0793 0.62
S -3.1808 -2.3184 1.0638 0.63
F -2.7849 -1.4313 -1.3887 0.14
F -4.8016 -2.1072 -0.9651 0.16
F -1.2692 -6.0536 3.1272 0.16
F -2.3785 -4.2226 3.4989 0.14
F -3.2809 -5.8245 2.3562 0.17
F -4.0884 -0.2324 -0.1474 0.15
O -2.1683 -1.4273 1.6238 -0.33
O -1.0842 -5.5749 0.2444 -0.24
O 1.9659 -1.6563 1.8409 -0.17
O -0.3358 -3.6582 1.5970 -0.34
O -4.3602 -2.5259 1.8380 -0.24
N 0.1257 -1.3877 -0.5144 0.08
N -0.0545 0.4975 1.3762 0.07
N -2.5641 -3.6169 0.4024 -0.27
C -0.0114 0.9318 0.1143 -0.16
C 2.4612 -1.5941 5.4654 -0.14
C 1.8506 -1.6340 4.2272 -0.52
C -3.7499 -1.4759 -0.4704 -0.69
C 0.2251 -2.3666 -1.4070 -0.06
C 3.8382 -1.5401 5.5189 -0.68
C 1.3146 0.3685 -5.0641 -0.04
C -0.0132 2.2855 -0.1873 0.06
C 3.9509 -1.5704 3.1294 -0.58
C -0.0339 5.0435 -0.9447 -0.06
C 0.1068 -1.7439 -5.6087 -0.06
C -0.0474 4.7322 0.5526 -0.56
C -0.0948 1.3934 2.3607 -0.07
C -1.3046 5.3584 1.1727 -0.04
C -1.1962 0.2952 -5.0284 -0.04
C 2.5424 -1.6277 2.9965 -0.47
C 4.5883 -1.5290 4.3524 -0.14
C 0.0495 0.1751 -2.2947 0.05
C 1.2064 5.3444 1.1945 -0.04
C 0.0563 -0.1211 -0.9462 -0.16
C -2.1477 -5.1990 2.6231 -0.69
C 0.0884 -0.4939 -4.7290 -0.56
C 0.2306 -2.1391 -2.7719 0.03
C -0.0927 2.7538 2.1323 0.01
C -0.0533 3.2336 0.8248 -0.14
C 0.1229 -0.8403 -3.2470 -0.14
H -1.3270 5.2351 2.2564 0.08
H 0.0461 -1.4443 -6.6558 0.09
H -0.1293 0.9979 3.3684 0.10
H -1.2294 1.2407 -4.4842 0.08
H 0.0236 2.6025 -1.2172 0.10
H 2.2395 -0.1590 -4.8219 0.09
H 0.3062 -2.9855 -3.4389 0.11
H 1.3058 1.3113 -4.5134 0.08
H 1.0288 -2.3152 -5.4813 0.09
H -1.2490 0.5220 -6.0949 0.09
H 1.8738 -1.6070 6.3739 0.11
H -0.0212 1.2039 -2.6166 0.11
H 5.6680 -1.4878 4.3960 0.11
H -2.0804 -0.2857 -4.7563 0.09
H 1.3213 0.6002 -6.1311 0.09
H 0.2951 -3.3745 -1.0140 0.12
H 1.2425 6.4158 0.9867 0.09
H -1.3273 6.4285 0.9566 0.09
H -0.0400 6.1250 -1.0865 0.09
H -2.2089 4.9060 0.7598 0.09
H 0.8633 4.6516 -1.4302 0.09
H 1.2112 5.2109 2.2774 0.08
H -0.9148 4.6380 -1.4489 0.09
H -0.7430 -2.3966 -5.3981 0.09
H 2.1121 4.8860 0.7915 0.09
H -0.1195 3.4275 2.9787 0.12

---

no.,maximum force (eV Å⁻¹)
1,8.13
2,0.15
3,0.47